(1)
65
Properties=species:S:1:pos:R:3:mulliken_charge:R:1 method="wB97M-V/def2-TZVPD" fmax_ev_per_a=1.0 total_charge=-1 mol_weight_da=676.61 gap_ev=6.928 relative_energy_kj_mol=1.53
Pt 0.397 -0.377 0.077 1.91
C 2.069 -3.537 3.003 -1.19
C 0.627 -3.769 2.542 -0.57
C 0.562 -4.206 1.096 0.64
C 1.081 -5.451 0.751 -0.52
C 1.111 -5.873 -0.567 -1.01
C 0.621 -5.045 -1.563 -0.41
C 0.081 -3.800 -1.264 0.64
C -0.433 -2.919 -2.376 -0.89
C 0.717 -2.209 -3.100 -0.77
C 0.042 -3.393 0.077 -0.67
N -0.551 -2.141 0.412 0.11
C -1.696 -2.146 1.043 0.24
C -2.355 -1.025 1.568 0.02
C -3.642 -1.019 2.157 -1.23
C -3.894 0.299 2.494 -0.64
C -2.740 1.019 2.094 -0.60
N -1.819 0.242 1.540 -0.05
H 2.089 -3.189 4.039 0.39
H 2.547 -2.785 2.373 0.13
H 2.654 -4.456 2.949 0.47
H 0.057 -2.856 2.695 0.15
H 0.168 -4.542 3.165 0.47
H 1.470 -6.093 1.534 0.43
H 1.514 -6.847 -0.817 0.38
H 0.639 -5.371 -2.597 0.44
H -1.106 -2.162 -1.982 0.27
H -0.999 -3.532 -3.081 0.56
H 1.272 -1.608 -2.376 -0.18
H 0.334 -1.540 -3.871 0.35
H 1.403 -2.926 -3.558 0.43
H -2.179 -3.113 1.185 0.33
H -4.290 -1.874 2.292 0.46
H -4.781 0.701 2.960 0.45
H -2.573 2.083 2.203 0.46
O -0.119 4.119 -3.979 -0.61
C -0.031 3.240 -3.162 0.35
C -0.921 1.996 -3.078 0.04
O -1.819 1.713 -3.840 -0.67
C -0.425 1.262 -1.912 0.84
C 0.673 1.923 -1.341 0.22
O 1.277 1.431 -0.299 -0.48
C 0.989 3.155 -2.034 0.01
O 1.874 3.958 -1.796 -0.70
O -0.850 0.134 -1.442 -0.86
C 2.178 2.321 2.591 -1.31
N 2.151 0.862 2.626 0.42
C 1.068 0.256 3.388 -0.56
C 2.705 0.133 1.627 0.35
O 2.151 -0.930 1.204 -0.92
N 3.877 0.523 1.100 0.44
C 4.906 1.186 1.872 -1.16
C 4.311 -0.108 -0.132 -0.83
H 1.150 2.681 2.518 0.35
H 2.696 2.656 1.698 0.46
H 2.643 2.735 3.491 0.32
H 1.081 0.678 4.395 0.43
H 1.228 -0.818 3.454 -0.09
H 0.097 0.444 2.916 0.18
H 4.507 1.521 2.825 0.38
H 5.291 2.051 1.328 0.33
H 5.734 0.495 2.060 0.35
H 3.444 -0.318 -0.754 0.03
H 4.846 -1.043 0.060 0.28
H 4.969 0.585 -0.658 0.39

=====

(2)
63
Properties=species:S:1:pos:R:3:mulliken_spin:R:1 method="wB97M-V/def2-TZVPD" fmax_ev_per_a=2.9 spin_multiplicity=4 total_charge=-2 mol_weight_da=561.44 gap_ev="4.193 / 4.646" relative_energy_kj_mol=0.00
V -0.833 -16.996 9.820 3.01
C 0.066 -19.183 6.069 0.00
C 0.227 -18.204 7.191 -0.01
O -0.557 -18.402 8.206 -0.02
C 1.006 -17.119 6.956 -0.02
C 1.464 -16.144 7.858 0.02
C 1.374 -14.690 7.513 -0.01
N 2.103 -16.493 8.944 0.03
N 2.430 -17.855 9.098 0.00
C 1.675 -18.579 9.834 0.02
O 0.688 -18.149 10.602 0.01
C 2.000 -19.993 9.833 -0.01
C 3.037 -20.566 9.062 0.00
C 3.311 -21.905 9.233 0.00
C 2.528 -22.734 10.009 0.00
C 1.418 -22.183 10.646 0.00
C 1.188 -20.813 10.592 0.00
H -0.971 -19.133 5.637 0.00
H 0.353 -20.131 6.466 0.00
H 0.779 -19.042 5.274 0.00
H 1.354 -16.995 5.929 0.00
H 0.617 -14.631 6.688 0.01
H 2.324 -14.361 7.157 0.00
H -0.011 -13.969 8.984 -0.02
H 3.537 -19.972 8.311 0.00
H 4.177 -22.416 8.764 0.00
H 2.832 -23.768 10.099 0.00
H 0.837 -22.773 11.369 0.00
H 0.315 -20.399 11.135 0.01
C -3.325 -16.390 12.343 0.03
N -2.095 -15.559 12.447 -0.01
C -1.960 -14.519 13.275 0.00
C -0.706 -14.003 13.128 0.00
N -0.152 -14.798 12.146 0.02
C 1.256 -14.892 11.847 0.02
C -0.998 -15.759 11.656 -0.10
Se -2.249 -15.168 8.876 -0.02
H -3.156 -17.318 12.903 0.00
H -3.625 -16.654 11.370 0.02
H -4.140 -15.890 12.815 0.00
H -2.733 -14.244 13.982 0.00
H -0.219 -13.218 13.630 0.00
H 1.626 -13.878 11.697 0.00
H 1.471 -15.560 11.002 0.02
H 1.757 -15.238 12.733 0.00
C 3.923 -13.509 9.115 0.00
C 2.964 -12.373 9.073 0.00
C 3.444 -11.091 9.306 0.00
C 2.611 -9.979 9.455 0.00
C 1.265 -10.185 9.216 0.00
C 0.708 -11.458 8.962 0.00
C -0.735 -11.487 8.728 0.00
C 1.579 -12.583 8.783 0.00
N 1.014 -13.856 8.677 0.01
H 4.759 -13.326 9.759 0.00
H 4.300 -13.779 8.152 0.00
H 3.358 -14.440 9.384 0.00
H 4.536 -10.950 9.468 0.00
H 2.978 -9.034 9.633 0.00
H 0.542 -9.413 9.377 0.00
H -1.127 -10.496 8.515 0.00
H -1.290 -11.899 9.619 0.00
H -0.957 -12.163 7.897 0.00

=====

(3)
64
Properties=species:S:1:pos:R:3:mulliken_charge:R:1 method="wB97M-V/def2-TZVPD" fmax_ev_per_a=1.2 mol_weight_da=491.62 gap_ev=8.443 relative_energy_kj_mol=0.23 smiles="COCCn1c(SCC(=O)Nc2cc(C(C)(C)C)nn2-c2ccccc2)nnc1-c1ccncc1"
C -0.543 -0.687 -1.911 -0.21
H 0.363 -0.451 -2.465 0.29
O -1.345 -1.463 -2.773 -0.48
C -2.702 -1.555 -2.441 -0.45
C -3.018 -2.507 -1.270 -0.77
N -2.704 -1.926 0.010 0.24
C -1.717 -2.343 0.855 0.49
N -1.525 -1.465 1.810 -0.50
N -2.382 -0.457 1.612 -0.59
C -3.096 -0.719 0.550 0.33
C -4.151 0.159 0.073 0.35
C -5.351 -0.308 -0.461 -0.24
C -6.301 0.622 -0.853 -0.45
N -6.134 1.928 -0.748 -0.64
C -5.003 2.370 -0.223 -0.39
C -3.983 1.538 0.205 -0.06
H -3.074 1.924 0.636 0.16
H -4.914 3.445 -0.144 0.40
H -7.246 0.303 -1.273 0.39
H -5.559 -1.363 -0.546 0.42
S -0.880 -3.852 0.676 -0.15
C 0.319 -3.694 2.044 -0.78
C 1.523 -2.889 1.566 0.68
O 2.556 -3.417 1.227 -0.63
N 1.279 -1.554 1.546 0.37
C 2.106 -0.624 0.934 -0.24
C 3.267 -0.787 0.213 -0.68
C 3.568 0.499 -0.281 -0.46
N 2.655 1.368 0.103 -1.21
N 1.767 0.696 0.855 1.09
C 0.692 1.382 1.435 0.23
C 0.112 2.425 0.718 -0.31
C -0.928 3.144 1.272 -0.80
C -1.406 2.823 2.533 -0.40
C -0.820 1.795 3.250 -0.54
C 0.237 1.081 2.714 -0.41
H 0.722 0.318 3.304 0.55
H -1.178 1.552 4.238 0.40
H -2.227 3.379 2.960 0.41
H -1.369 3.959 0.715 0.42
H 0.505 2.662 -0.258 0.54
C 4.747 0.886 -1.124 2.25
C 4.673 2.373 -1.475 -1.84
H 5.535 2.661 -2.072 0.42
H 4.651 2.971 -0.569 0.37
H 3.767 2.582 -2.038 0.35
C 4.739 0.049 -2.409 -1.59
H 5.589 0.314 -3.033 0.44
H 4.796 -1.012 -2.178 0.33
H 3.826 0.229 -2.974 0.34
C 6.030 0.604 -0.334 -1.64
H 6.902 0.871 -0.927 0.44
H 6.043 1.187 0.584 0.38
H 6.097 -0.450 -0.073 0.34
H 3.802 -1.701 0.073 0.71
H 0.359 -1.230 1.855 -0.18
H -0.199 -3.235 2.883 0.31
H 0.629 -4.712 2.275 0.47
H -4.075 -2.781 -1.306 0.38
H -2.418 -3.414 -1.377 0.36
H -3.118 -0.558 -2.226 0.39
H -3.185 -1.953 -3.336 0.41
H -0.260 -1.235 -1.007 -0.04
H -1.045 0.245 -1.624 0.25

=====

(4)
61
Properties=species:S:1:pos:R:3:mulliken_charge:R:1 method="wB97M-V/def2-TZVPD" fmax_ev_per_a=0.7 mol_weight_da=439.51 gap_ev=7.785 relative_energy_kj_mol=764.41 smiles="COc1cc2c(c(OC)c1OC)-c1ccc(OC)c(=O)cc1[C@@H](N(C)CC#CCO)CC2"
C -5.376 -1.357 -1.004 -0.72
H -6.261 -1.212 -1.625 0.30
O -4.298 -0.905 -1.796 -0.49
C -3.014 -0.998 -1.368 0.50
C -2.088 -0.429 -2.245 -0.99
C -0.741 -0.396 -1.965 0.92
C -0.263 -1.003 -0.799 0.12
C -1.169 -1.616 0.071 -0.04
C -2.551 -1.575 -0.179 1.14
O -3.434 -2.109 0.748 -0.62
C -3.502 -1.392 1.973 -0.62
H -3.820 -0.360 1.798 0.21
H -4.242 -1.913 2.578 0.28
H -2.540 -1.383 2.491 0.27
O -0.673 -2.175 1.229 -0.55
C -0.982 -3.539 1.452 -0.92
H -2.054 -3.713 1.568 0.33
H -0.464 -3.809 2.370 0.30
H -0.615 -4.163 0.630 0.32
C 1.182 -0.944 -0.485 0.30
C 1.827 -2.113 -0.178 -0.36
C 3.147 -2.327 0.243 -1.12
C 4.242 -1.502 0.233 0.21
O 5.336 -2.058 0.800 -0.42
C 6.527 -1.320 0.988 -0.74
H 7.172 -1.972 1.577 0.25
H 7.004 -1.075 0.038 0.30
H 6.340 -0.394 1.537 0.32
C 4.314 -0.190 -0.435 0.12
O 5.378 0.239 -0.881 -0.67
C 3.124 0.625 -0.509 -0.15
C 1.795 0.345 -0.524 0.00
C 0.858 1.525 -0.740 0.20
N 1.405 2.720 -0.098 0.06
C 0.927 3.985 -0.613 -1.04
H 1.257 4.111 -1.641 0.35
H 1.369 4.784 -0.018 0.38
H -0.167 4.092 -0.569 0.31
C 1.215 2.623 1.346 -0.73
C -0.192 2.631 1.726 -0.01
C -1.380 2.664 1.897 0.15
C -2.825 2.654 2.065 -0.57
H -3.209 3.682 1.959 0.26
O -3.478 1.790 1.151 -0.46
H -3.179 1.992 0.257 0.27
H -3.084 2.283 3.062 0.31
H 1.679 1.693 1.691 0.26
H 1.729 3.464 1.821 0.57
C 0.635 1.667 -2.252 -1.25
H 1.552 2.019 -2.727 0.40
H -0.160 2.391 -2.436 0.54
C 0.232 0.315 -2.863 -1.47
H -0.213 0.481 -3.844 0.61
H 1.123 -0.302 -2.991 0.41
H -0.119 1.286 -0.287 0.38
H 3.373 1.672 -0.656 0.52
H 3.358 -3.319 0.626 0.40
H 1.222 -3.008 -0.208 0.43
H -2.475 0.016 -3.149 0.46
H -5.477 -0.766 -0.091 0.23
H -5.276 -2.412 -0.747 0.28